29
Properties=species:S:1:pos:R:3:forces:R:3:lowdin_charge:R:1 method="wB97M-V/def2-TZVPD" multiplicity=2 s2=0.753 e_lumo_ev="3.69 / 3.52" e_homo_ev="1.12 / -4.79" total_charge=-1 relative_energy_kcal_mol=7.62 homo_lumo_gap_ev="2.6 / 8.3"
C -1.0840 -2.0363 2.4236 0.32 -0.03 -0.30 -0.155
C 0.0823 -0.6752 -0.8956 -0.13 0.19 -1.53 -0.268
H 1.7127 2.5170 -2.6030 0.05 -0.10 0.18 0.052
H 2.4592 1.3415 0.5570 0.10 -0.32 0.04 0.058
H 1.8419 3.3200 -0.2402 -0.37 0.01 -0.19 0.072
C -2.4072 -1.5803 2.4820 -0.39 -0.49 0.18 -0.181
H 0.6740 -2.1744 1.1744 0.15 -0.24 0.01 0.082
H 0.4634 0.3566 -0.8533 -0.18 0.12 0.42 0.078
C -0.3530 -1.8480 1.2433 -0.15 1.17 0.28 -0.107
H -3.9793 -0.5495 1.4730 0.01 0.01 0.00 0.076
H -0.8184 -1.8323 -2.4964 0.14 -0.04 -0.25 0.060
H 4.1626 1.5076 0.0862 -0.03 0.30 0.10 0.057
H -1.4964 -0.2272 -2.3441 0.20 0.10 -0.16 0.038
C -0.5581 -0.7889 -2.3079 -0.12 0.04 0.86 -0.162
H 0.1445 -0.3864 -3.0422 -0.17 -0.18 -0.18 0.047
C -0.8302 -1.0137 0.2285 0.36 -1.06 0.55 -0.296
C -2.9423 -0.8664 1.4377 0.15 0.33 -0.31 -0.166
C -2.1300 -0.4915 0.3482 0.04 0.19 -0.51 -0.145
H -2.4996 0.0494 -0.5207 -0.26 0.05 0.46 0.053
C 3.1290 1.6116 -0.2568 0.20 0.08 0.05 -0.150
H 3.0418 0.8734 -1.0541 -0.32 -0.02 0.00 0.055
H -0.6142 -2.5027 3.2772 -0.05 -0.27 0.06 0.065
H 3.4462 2.5993 -2.7612 0.08 0.23 0.02 0.063
H 0.9754 -1.3048 -0.9308 -0.05 -0.12 0.43 0.091
C 2.5941 3.0746 -2.2662 -0.54 -0.21 -0.37 -0.180
C 2.7485 3.0141 -0.7523 0.33 0.35 -0.15 -0.351
H -3.0400 -1.8829 3.3177 0.10 0.24 -0.03 0.076
H 2.4469 4.0850 -2.6647 0.25 -0.02 0.18 0.056
H 3.4627 3.7955 -0.4702 0.26 -0.31 0.16 0.086

---

22
Properties=species:S:1:pos:R:3:forces:R:3:lowdin_charge:R:1 method="wB97M-V/def2-TZVPD" e_lumo_ev=0.02 e_homo_ev=-8.32 total_charge=0 relative_energy_kcal_mol=264.50 homo_lumo_gap_ev=8.3
C 0.0544 -0.5063 1.1740 0.01 2.28 0.85 -0.100
H -0.4710 -0.4832 2.2369 1.66 -0.17 -2.17 0.143
H 3.2943 -1.0933 0.7164 -2.66 2.64 -2.43 0.198
H -2.6340 -2.0129 0.7856 0.65 -0.08 -1.86 0.110
N 2.5425 -0.3570 0.1529 -0.11 -2.03 1.76 -0.255
H -1.0727 -2.5279 0.4119 -0.37 -0.56 -1.39 0.072
H -2.5720 -2.6817 -0.9617 1.94 0.90 1.66 0.110
H 1.1851 -1.0478 -1.2953 4.36 2.17 -0.35 0.164
C -0.8446 -0.0865 0.0517 3.59 1.93 -1.71 -0.462
H -2.0381 2.1983 0.7653 3.53 1.97 -2.11 0.145
H -0.7264 3.4703 -0.6049 -1.37 -1.63 2.49 0.071
H 2.9895 0.4639 -1.9636 -3.02 -3.64 2.19 0.231
C -0.4792 1.2436 -0.7654 -0.48 -0.65 -1.69 -0.226
H -0.0874 2.8245 1.1423 -2.13 -0.96 -2.63 0.083
C -0.8816 2.5918 0.2138 0.94 -1.31 -0.51 -0.152
C 1.4071 -0.2651 1.0524 3.18 -2.04 3.94 -0.172
H 0.6946 1.1083 -1.4580 -3.36 0.87 2.95 0.132
H -1.2424 1.0651 -1.7802 1.89 1.23 3.18 0.138
N 2.3561 -0.6909 -1.1922 -1.03 1.20 -1.41 -0.140
N -1.6317 -0.7936 -0.5783 -2.15 -0.42 -1.65 -0.051
C -1.9317 -2.0851 -0.1672 -2.60 -2.01 2.73 -0.174
H 2.0889 -0.3345 2.0637 -2.46 0.30 -1.84 0.137

---

65
Properties=species:S:1:pos:R:3:forces:R:3:lowdin_charge:R:1 method="wB97M-V/def2-TZVPD" e_lumo_ev=0.35 e_homo_ev=-6.75 total_charge=0 relative_energy_kcal_mol=26.99 homo_lumo_gap_ev=7.1
C -0.4359 1.9195 -2.1034 -0.50 -1.89 1.42 -0.316
H 2.3221 -3.3106 4.3978 -0.04 0.08 0.39 0.109
H 5.0347 -0.7948 3.8833 -0.69 -0.93 0.19 0.118
S 0.8443 -2.1842 -1.6883 -0.56 -0.88 0.17 0.621
H -3.5015 -0.8391 0.1743 -0.56 -0.84 -0.24 0.098
S -0.5015 -4.5609 0.4594 -0.43 -0.33 0.22 0.665
H 2.2860 -1.1081 0.0297 -0.10 0.43 0.55 0.039
C 2.4151 3.5920 1.9718 -1.64 0.39 -0.27 -0.083
H 2.4857 2.1762 -1.6678 -0.08 -0.22 0.09 0.105
C -3.2011 1.1406 2.2294 0.11 0.24 0.66 -0.153
C -1.9718 3.1837 -4.0092 0.33 -1.26 0.94 -0.069
H 4.1195 4.8293 1.2883 -0.87 -0.75 -0.02 0.111
C -1.3024 3.9320 -3.0337 0.05 0.46 -0.17 -0.080
C -3.4834 2.5130 2.3535 -0.07 -0.84 -0.80 -0.086
H 4.3087 3.6214 -0.8534 -0.95 0.08 0.36 0.112
H -3.7523 0.3893 2.7668 -0.36 0.09 0.44 0.084
C -1.3964 1.6178 0.7326 0.42 -1.91 1.09 -0.387
N 4.3543 -1.5428 4.0670 -0.20 0.65 -1.14 0.118
S 1.2000 -6.5485 -1.1812 -0.13 0.33 -0.25 0.893
C 2.2621 -1.3339 1.0993 -0.96 -1.38 0.06 -0.151
Al -0.4702 -2.2467 0.2304 0.01 0.40 -0.09 -0.359
S 2.0223 -4.4936 -2.9914 1.18 -0.54 -1.47 0.894
C -3.7943 -2.9256 -2.3380 0.97 -0.20 0.68 -0.054
H -1.2798 0.0691 -2.8669 0.25 -1.66 0.01 0.056
S 2.8502 -7.3082 -3.5647 0.15 -0.11 -0.08 0.524
H -1.4539 5.0318 -2.9503 0.06 -0.95 -0.21 0.111
H -4.2107 -3.4960 -3.1550 -0.63 0.30 0.33 0.113
C 1.0401 -3.9726 -1.7285 -0.61 0.42 1.17 -1.102
C 1.3917 2.6768 1.5741 1.70 0.51 -1.71 -0.083
H -3.0289 4.4808 1.7323 0.57 -0.29 -0.24 0.103
C -0.4503 3.3026 -2.0946 -0.93 -0.09 -1.32 -0.127
N -4.4368 -2.1312 -1.3633 0.47 0.13 -0.81 0.083
H -4.2843 2.8298 3.0151 -0.02 0.00 -0.26 0.102
H 4.1253 -0.3564 1.7634 -1.04 -0.80 -0.15 0.130
C 1.3825 2.2094 0.2216 0.90 0.20 1.24 -0.418
C 2.2787 -2.6799 3.5298 -0.47 0.33 -0.70 0.004
H -1.7017 -3.5549 -2.3941 1.09 -0.66 -0.71 0.081
H -2.2873 1.1664 -4.7620 -0.81 -0.37 -0.93 0.084
H 0.0700 3.8997 -1.3477 -0.03 -0.26 -0.24 0.093
N -2.2570 -2.1649 -0.8874 -0.79 -0.02 -0.08 -0.050
C 2.4421 2.5373 -0.6470 -0.09 0.54 0.91 -0.127
S -1.6226 -0.9763 1.9341 0.57 -1.03 -0.07 0.723
C 3.2717 -1.0548 1.9647 0.98 -0.13 1.34 0.001
H 4.4502 -2.1245 4.8600 0.26 -0.22 0.70 0.086
C -1.1613 1.0914 -3.0303 1.33 3.61 1.01 -0.101
H -5.4400 -1.8544 -1.3620 1.51 -0.28 0.08 0.177
H -0.8852 3.6501 0.4626 -0.72 -0.14 0.10 0.091
C 1.1744 -2.7308 2.6870 0.71 1.00 -1.26 -0.129
C 3.3445 4.0639 1.0431 0.80 -0.73 -0.07 -0.099
H 2.2912 4.0863 2.9481 0.38 -0.43 -0.39 0.104
C 3.3046 -1.7770 3.2097 0.55 0.93 -0.37 -0.284
C 2.0960 -6.1847 -2.6544 -0.62 0.18 0.75 -1.500
C 0.5862 -4.9245 -0.8651 0.33 1.04 -0.50 -1.061
C -3.4463 -1.6635 -0.5491 0.44 0.36 -0.30 -0.151
C -2.7467 3.4283 1.6196 0.69 -0.01 0.71 -0.075
C -1.6105 2.9582 0.9102 -1.21 1.10 -0.37 -0.124
As 0.0633 0.9474 -0.3851 -0.45 0.63 -0.81 1.338
C 3.4190 3.4274 -0.2124 0.77 0.42 -0.14 -0.100
H -2.7849 3.5943 -4.5992 0.51 0.26 -0.29 0.097
C -2.0966 0.6473 1.5457 -0.03 2.04 -1.29 -0.692
H 0.6101 2.3725 2.2475 -0.04 0.00 0.22 0.095
H 0.2253 -3.2119 2.9037 0.44 -0.33 0.26 0.089
C -2.4626 -2.9619 -2.0026 -2.25 1.09 1.00 -0.122
N 1.1910 -2.1264 1.4702 0.74 0.63 0.18 -0.083
C -1.8048 1.7583 -4.0377 -0.35 1.59 0.48 -0.084

---

15
Properties=species:S:1:pos:R:3:forces:R:3:lowdin_charge:R:1 method="wB97M-V/def2-TZVPD" e_lumo_ev=1.00 e_homo_ev=-9.44 total_charge=0 relative_energy_kcal_mol=66.30 smiles="CN(C)CC=O" homo_lumo_gap_ev=10.4
H 1.3509 -1.9657 -1.9362 -0.79 1.08 0.06 0.096
C 0.9564 0.7561 -1.1345 -0.93 -1.98 -2.33 -0.118
H -0.1292 -2.3640 -1.2186 -0.07 0.14 0.67 0.065
H -0.7824 -1.3358 0.9450 -0.06 1.08 -1.78 0.158
H 1.3987 1.3339 -0.3951 0.62 2.05 0.80 0.057
H -0.0604 1.0784 -1.5816 1.81 0.49 0.35 0.118
C -0.5751 -0.3674 0.3336 2.22 -0.66 1.60 -0.175
O -1.1917 1.3414 1.8621 -0.44 1.38 1.11 0.078
H -1.3391 0.0580 -0.2771 -1.19 -0.19 -0.37 0.100
N 0.6913 -0.4955 -0.4778 -2.46 -2.31 -0.36 -0.271
H 1.6988 0.4284 -1.9314 -0.83 1.30 0.72 0.107
H 0.4841 0.0971 2.1389 -0.26 1.05 0.46 0.132
H -0.2469 -1.2264 -2.4457 0.43 0.99 0.33 0.085
C -0.3892 0.5262 1.5720 0.84 -2.41 -1.81 -0.295
C 0.3947 -1.4761 -1.5795 1.08 -2.00 0.55 -0.138

---

78
Properties=species:S:1:pos:R:3:forces:R:3:lowdin_charge:R:1 method="wB97M-V/def2-TZVPD" e_lumo_ev=0.53 e_homo_ev=-5.31 total_charge=0 relative_energy_kcal_mol=59.22 homo_lumo_gap_ev=5.8
H -0.2592 3.9229 -1.5727 0.26 0.22 0.21 0.102
C 0.2523 -4.7469 3.6556 -1.55 0.28 -1.17 -0.202
C 2.3199 3.2797 -5.7202 -1.92 0.48 -0.29 -0.215
C -3.1927 1.3476 1.5898 -1.23 -0.52 -0.10 -0.177
C -3.9214 -0.4002 -0.1591 3.51 0.44 -0.03 -0.132
C -0.3527 -3.4173 0.0223 0.14 1.03 0.90 -0.044
Cu -0.4853 0.3263 -0.0550 0.05 -1.06 1.18 0.448
N 3.0718 2.5984 -3.5733 0.06 -0.04 0.98 -0.080
O 0.7845 -1.0996 1.3536 -0.55 -0.38 0.80 -0.320
H 2.9575 4.1540 -5.5894 0.71 -0.30 0.54 0.118
N 0.7930 -2.3829 2.0653 0.02 -0.07 -0.92 -0.127
H -2.2831 2.4613 3.2932 -0.73 0.32 -0.31 0.129
H -1.9661 -3.0479 3.1771 0.28 -0.35 -0.10 0.053
H 1.0282 3.1668 -3.9380 0.37 0.38 0.26 0.109
H 3.7937 2.1992 -4.1560 0.20 -0.05 0.09 0.113
H 0.3488 -5.7718 4.0140 0.60 0.01 0.11 0.104
O 0.6577 2.0591 -1.4723 -0.34 -0.12 -1.21 -0.224
H 2.1690 2.3519 -0.2773 0.89 -0.04 0.08 0.126
H 0.3639 -1.1283 5.3110 0.49 -1.13 0.71 0.080
H -4.1291 1.1863 2.1239 -0.32 0.19 0.44 0.118
C 1.8716 2.6178 -4.3568 0.88 0.34 -2.37 -0.186
H 3.3101 -2.1161 3.4096 0.04 -0.12 -0.18 0.071
N -2.9186 0.1115 0.8278 0.06 0.39 -0.16 -0.072
H -2.5527 -3.4952 1.5839 0.04 -0.01 -0.21 0.081
H 1.1221 1.5790 3.0026 -0.37 -0.19 -0.59 0.091
H 2.5614 -0.5606 3.4283 -0.39 0.05 0.10 0.060
C 3.2211 3.0755 -7.8650 -1.11 0.07 -0.63 -0.128
O -2.3204 0.6103 -1.7688 0.58 -0.51 0.10 -0.229
H 0.1889 3.0531 3.3869 0.07 0.62 -1.01 0.083
H -4.0750 -0.2107 -2.2991 -0.42 0.06 -0.01 0.120
C 1.3132 -3.7561 4.1343 -0.73 -0.47 -0.94 -0.128
H 2.2733 -4.1719 3.8285 0.23 0.26 -0.01 0.109
C -1.8969 0.4012 -3.1258 0.23 1.04 0.13 -0.057
H -1.2380 2.6592 -0.8230 -0.11 -0.52 -0.83 0.078
H -3.4361 -1.3521 -0.3746 -0.62 -0.58 0.10 0.114
C -0.3393 -3.2988 1.6106 0.90 -1.15 0.07 -0.438
H 2.7849 0.8458 -2.3393 -0.31 -0.33 -0.30 0.118
C -1.7741 -2.9422 2.1093 0.49 0.72 -0.23 -0.043
H -0.7475 -4.4749 3.9942 0.02 0.28 0.79 0.084
C -3.6681 0.3750 -1.4748 -1.99 -0.23 -0.06 -0.215
H -0.6435 -2.4880 -0.4674 -0.26 0.33 0.29 0.035
H -4.2083 1.3192 -1.4059 0.02 0.32 -0.29 0.119
C -2.1579 1.6013 2.6353 1.77 -0.78 0.77 -0.208
H -3.4188 2.2312 0.9930 0.51 -0.15 -0.58 0.122
H 0.8942 -5.1576 1.6445 0.35 0.48 -0.29 0.105
H -2.8754 -0.6691 1.4672 0.47 0.37 0.49 0.065
H -2.0939 0.7390 3.2991 -0.54 -0.30 0.31 0.117
C 0.0095 -4.7484 2.1323 0.95 0.45 0.25 -0.156
H 1.2383 -3.8239 5.2196 0.36 0.70 0.16 0.113
H -4.8924 -0.5500 0.3130 -0.42 0.44 -0.77 0.125
H 3.5346 2.3975 -8.6588 0.34 -0.36 0.49 0.089
H -1.8732 -1.8716 1.9304 -0.01 -0.08 -0.15 0.040
H 0.0183 3.1580 0.0970 0.49 0.93 0.09 0.088
H -0.7409 -5.4935 1.8683 -0.57 0.27 0.09 0.106
H 1.4692 1.6287 -4.5754 -0.05 -0.40 -0.13 0.117
C 2.4889 -1.5587 3.8603 0.01 -0.69 -1.28 -0.047
C -0.2197 3.0235 -0.9582 -0.93 -0.04 1.05 -0.124
C 1.1386 -2.2958 3.5537 0.01 0.04 -0.01 -0.455
C 3.0195 1.9093 -2.2939 -0.76 0.04 0.63 -0.175
H 2.2982 3.4946 -8.2658 0.05 0.82 -0.33 0.083
H 4.0268 1.9286 -1.8779 -0.11 0.33 0.32 0.119
O -0.8296 1.6649 2.1153 0.83 0.75 -0.31 -0.225
H -0.2283 1.6887 4.1250 -0.14 -0.97 0.02 0.076
H -0.8615 -2.1091 4.4211 0.23 -0.25 0.51 0.060
H 2.7143 -1.5398 4.9266 -0.40 0.06 0.09 0.075
H -0.2537 -0.5970 3.9949 0.25 -0.04 -1.46 0.044
C 0.0831 -1.5693 4.3546 -1.52 1.28 0.40 -0.065
H 3.9776 3.8430 -7.7015 0.04 0.06 0.16 0.090
H 0.6397 -3.5804 -0.3979 0.10 -0.39 0.39 0.079
C 1.9874 2.5624 -1.3312 1.26 -0.75 0.46 -0.185
H -1.5265 -0.6009 -3.3422 0.13 -0.04 0.41 0.098
H -2.6202 0.6488 -3.9027 -0.64 -0.02 0.36 0.090
H 1.4564 3.7633 -6.1769 -0.69 -0.01 -0.02 0.106
H 2.0809 3.6431 -1.4378 -0.53 0.18 -0.32 0.125
C 0.1233 1.9936 3.1394 -0.60 0.13 0.85 -0.093
O 2.8117 2.3975 -6.7141 1.01 -1.00 1.34 -0.191
H -1.0587 -4.1685 -0.3318 0.08 -0.29 0.28 0.070
H -1.1383 1.1766 -3.2322 0.48 -0.49 -0.24 0.078

---

23
Properties=species:S:1:pos:R:3:forces:R:3:lowdin_charge:R:1 method="wB97M-V/def2-TZVPD" multiplicity=2 s2=0.751 e_lumo_ev="-8.73 / -8.92" e_homo_ev="-14.09 / -14.09" total_charge=+2 homo_lumo_gap_ev="5.4 / 5.2"
H -2.2060 -0.2903 0.8331 0.38 -0.03 -0.24 0.157
H -1.4760 1.6361 2.2904 0.20 -0.10 -0.07 0.134
C -1.2648 -0.6487 -1.1394 0.54 0.09 -0.59 -0.132
O -0.7030 -2.5365 -2.9127 0.39 -0.93 -1.02 -0.128
Lu -1.1824 -4.7557 -4.2179 -0.94 2.66 2.61 1.862
H 4.0105 2.0042 2.7624 0.25 -0.63 0.32 0.054
C -1.3103 1.5156 0.1587 0.46 -0.06 -0.22 0.074
H -1.1293 2.1688 -0.7044 0.18 -0.29 0.07 0.168
H -1.1115 -0.0960 -2.0756 0.04 -0.13 0.18 0.152
H -2.8875 0.6333 -0.5014 0.09 -0.26 -0.09 0.201
H 0.1319 1.4752 1.4886 -0.71 0.19 -0.08 0.182
C 3.4096 0.4018 1.5093 1.04 -0.82 0.12 -0.118
O -2.5541 -3.6285 -2.4498 0.32 -1.32 -1.27 -0.138
H -0.2934 -1.0082 -0.7771 -0.20 0.07 -0.08 0.154
C -0.8971 1.9935 1.4337 0.57 0.45 0.14 0.017
H -0.6499 3.0612 1.4485 -0.24 -0.25 0.14 0.123
H 5.3658 1.1687 1.7948 -0.44 0.53 -0.49 0.063
H 2.5413 0.0539 2.0733 -0.42 0.77 -0.54 0.033
O -2.1377 -1.7502 -1.3596 -0.29 -0.16 -0.02 0.059
C -1.9212 0.2324 -0.0899 -0.99 0.25 0.66 -0.108
H 3.7407 -0.2113 0.6607 -0.24 -0.11 0.55 0.043
C -1.7799 -2.6528 -2.2717 0.29 -0.17 -0.11 -0.789
C 4.3044 1.2334 2.0459 -0.30 0.27 0.05 -0.061